82
Properties=species:S:1:pos:R:3 method="wB97M-V/def2-TZVPD" charge=-1 homo_ev=-4.47 molar_mass_g_mol=1695.50 homo_lumo_gap_ev=5.89 fmax_ev_per_a=2.77
C 7.19638 -3.45122 0.14333
C 6.41795 -3.12935 -1.26512
O 7.09814 -3.92188 -2.34053
C 4.85776 -3.64045 -1.25088
Al 3.48195 -2.16245 -1.61987
P 1.46897 -2.85209 -0.68307
N 1.30647 -2.37562 0.88718
P 4.31664 -0.16146 -0.79097
O 3.05702 1.07307 -0.64559
Br 5.66715 0.68661 -2.46917
H 8.35553 -3.31019 -0.07734
H 6.88593 -2.62574 0.91656
H 7.00243 -4.55472 0.53500
H 6.47595 -1.98808 -1.52436
H 6.94817 -3.34773 -3.16127
H 4.57819 -4.10710 -0.19397
H 4.72223 -4.48258 -2.06806
H 3.32139 -2.01136 -3.18635
H 0.33520 -2.33288 -1.42773
H 1.43542 -4.30459 -0.77970
H 0.41212 -1.80122 0.86680
H 3.55247 1.84173 -0.20889
C 1.38993 3.93880 -2.54330
Cl 0.17752 4.44648 -1.35519
Cl 0.61479 3.50448 -4.07636
Cl 2.58978 5.21844 -2.79353
H 1.90400 3.05583 -2.15504
C -1.21772 3.36466 2.30329
Cl 0.03844 2.47744 1.42341
Cl -2.82365 2.73474 1.89840
Cl -0.93604 3.27340 4.05030
H -1.17341 4.41429 2.00168
C -3.64260 4.26512 -3.52451
Cl -3.12818 4.04751 -1.84305
Cl -2.37411 3.72562 -4.63789
Cl -5.15277 3.39047 -3.83129
H -3.82058 5.32994 -3.69517
C 8.80195 -6.63086 2.23291
Cl 7.58955 -6.12318 3.42102
Cl 8.02682 -7.06517 0.69984
Cl 10.00181 -5.35122 1.98268
H 9.31602 -7.51382 2.62117
C -2.92020 3.57911 -8.29032
Cl -1.83563 4.74970 -9.06019
Cl -4.59147 4.16715 -8.31903
Cl -2.80184 2.00210 -9.08953
H -2.61471 3.46055 -7.24760
C 0.06236 -2.76750 -5.09390
Cl 1.65670 -3.17959 -4.44003
Cl -0.88258 -4.23482 -5.40019
Cl -0.80442 -1.68924 -3.98675
H 0.20409 -2.24472 -6.04325
C 1.75778 6.11528 5.75868
Cl 1.76873 5.10011 4.30658
Cl 3.25463 5.89712 6.68150
Cl 1.53711 7.81909 5.32502
H 0.91789 5.80832 6.38718
C -5.07097 5.43844 3.38176
Cl -3.38614 5.71281 2.90709
Cl -5.38847 6.13539 4.97964
Cl -6.17598 6.11926 2.17545
H -5.24229 4.36032 3.43607
C -1.68559 -5.84309 -0.34126
Cl -1.10783 -4.24408 0.15735
Cl -0.69835 -6.47469 -1.67024
Cl -1.67310 -6.96473 1.03043
H -2.71502 -5.74259 -0.69457
C -4.47429 -8.55148 -1.81126
Cl -5.77366 -9.54656 -1.13250
Cl -4.64030 -8.42746 -3.57104
Cl -4.47263 -6.94131 -1.07161
H -3.51903 -9.03372 -1.58860
C -3.76543 0.27969 5.46522
Cl -3.75447 -0.73548 4.01312
Cl -2.26858 0.06153 6.38804
Cl -3.98610 1.98350 5.03156
H -4.60532 -0.02727 6.09372
C -9.13935 7.16908 6.72606
Cl -10.23355 8.55387 6.56994
Cl -8.29943 6.86433 5.19589
Cl -7.97333 7.44162 8.03213
H -9.73423 6.28634 6.97413



14
Properties=species:S:1:pos:R:3 method="wB97M-V/def2-TZVPD" charge=0 homo_ev=-9.61 smiles="C=CCN.O" molar_mass_g_mol=75.11 homo_lumo_gap_ev=10.30 fmax_ev_per_a=1.23
N 1.56575 0.14883 2.14802
C 0.46673 -0.23484 1.22851
C -1.42195 0.98049 0.13361
C -0.19330 0.99014 0.63115
H 1.44815 -0.34578 3.02633
H 2.41677 -0.25879 1.77942
H -0.35120 -0.74071 1.75409
H 0.83950 -0.88716 0.45196
H -1.91359 1.75738 -0.43453
H -2.04066 0.08156 0.26771
H 0.31370 1.92884 0.81602
H -0.94221 -1.05263 -3.40628
H 0.37471 -1.27666 -4.10451
O -0.56240 -1.09065 -4.29150



34
Properties=species:S:1:pos:R:3 method="wB97M-V/def2-TZVPD" charge=-1 homo_ev=-4.64 molar_mass_g_mol=351.96 homo_lumo_gap_ev=7.86 fmax_ev_per_a=0.89
C 4.62574 -1.94033 -1.04633
C 3.40815 -1.61312 -1.92367
C 2.12119 -1.59117 -1.10016
C 0.83216 -1.55985 -1.95025
O 0.12208 -0.35737 -1.83096
Sb -1.31813 -0.32684 -0.36175
C -2.67848 -0.24478 1.36439
O -3.96580 0.34692 1.10192
C -4.13204 1.66175 1.36249
C -3.48141 2.21622 2.60270
O -4.83293 2.33772 0.64358
P -0.07339 1.70376 0.71514
O -0.03706 1.67086 2.21037
O -0.85631 3.07753 0.28512
O 1.43397 1.95392 0.13168
H 4.67411 -1.26661 -0.18588
H 4.54668 -2.96180 -0.66095
H 5.56163 -1.83652 -1.60398
H 3.56319 -0.62647 -2.37035
H 3.35209 -2.37763 -2.70605
H 2.10164 -2.46924 -0.44347
H 2.11489 -0.69488 -0.47423
H 0.18465 -2.41985 -1.70062
H 1.10675 -1.69108 -3.00856
H -2.24101 0.83234 -1.27836
H -2.12246 -1.69547 -1.11205
H -0.31712 -1.41574 0.59189
H -2.85134 -1.27891 1.67585
H -2.14558 0.25280 2.17506
H -2.40810 2.34889 2.41906
H -3.56874 1.53837 3.45415
H -3.89989 3.19839 2.81416
H -0.84829 3.17627 -0.67696
H 2.02916 2.05192 0.88702



14
Properties=species:S:1:pos:R:3 method="wB97M-V/def2-TZVPD" charge=0 homo_ev=-8.60 smiles="C=C(O)N(N)C(=O)O" molar_mass_g_mol=118.09 homo_lumo_gap_ev=9.02 fmax_ev_per_a=2.48
N 0.22780 0.41581 0.19129
C 0.79917 0.92200 -0.99298
C -0.60533 -0.68625 0.35395
N 0.48467 1.19477 1.36047
C -1.08208 -1.50415 -0.58549
O 0.46757 0.29799 -2.14251
O -0.95249 -0.98527 1.66174
O 1.57165 1.87216 -1.07826
H 0.94954 0.83325 -2.80578
H -0.19101 -0.68844 2.18344
H -0.35427 1.25340 1.93419
H 1.28541 0.82011 1.86076
H -0.87991 -1.41120 -1.64221
H -1.72072 -2.33417 -0.29861



90
Properties=species:S:1:pos:R:3 method="wB97M-V/def2-TZVPD" charge=0 s2=2.01 homo_ev="-5.27 / -6.47" molar_mass_g_mol=764.05 homo_lumo_gap_ev="5.34 / 6.53" fmax_ev_per_a=1.12 spin_multiplicity=3
Ti 0.04023 -0.29464 -0.78823
C -1.57166 -0.72764 4.58066
C -2.68326 -0.85087 3.54567
C -3.88600 -1.57402 4.16154
C -2.25214 -1.53936 2.26392
C -1.02229 -2.15679 2.11222
C -0.67976 -2.80359 0.92504
C -1.56145 -2.86204 -0.14759
C -1.24071 -3.69252 -1.36425
C -2.79744 -2.22110 0.00040
C -3.12938 -1.57423 1.17423
H -1.92143 -0.14237 5.43331
H -0.68560 -0.23350 4.17952
H -1.27130 -1.71050 4.95609
H -2.99165 0.16110 3.26873
H -3.60874 -2.59116 4.45204
H -4.72130 -1.64416 3.46306
H -4.23526 -1.04975 5.05412
H -0.29483 -2.14223 2.91302
H 0.27071 -3.31582 0.85393
H -1.26932 -3.11042 -2.28769
H -1.95854 -4.51000 -1.46778
H -0.24273 -4.12191 -1.28693
H -3.51780 -2.25311 -0.81122
H -4.09243 -1.07950 1.25442
C 0.85791 -0.85150 -4.90587
C -0.27787 -0.79859 -3.93331
O -0.10941 -0.84618 -2.71165
N -1.54399 -0.73254 -4.40478
C -2.63544 -0.66359 -3.44532
C -2.74677 0.62028 -2.64634
C -3.52583 1.65478 -3.14656
C -3.75449 2.77515 -2.36696
C -3.22605 2.80274 -1.09335
C -2.44533 1.73665 -0.66941
N -2.17269 0.67739 -1.43613
H 1.69201 -0.27799 -4.50525
H 0.57767 -0.46548 -5.88559
H 1.18420 -1.88643 -5.02357
H -1.70210 -0.49587 -5.36826
H -2.53007 -1.48931 -2.74547
H -3.56231 -0.80793 -3.99817
H -3.96796 1.56241 -4.13075
H -4.36087 3.59174 -2.73885
H -3.40872 3.62585 -0.41500
H -2.03801 1.72234 0.33574
Br 5.01743 0.85249 3.00428
C 3.29074 1.51796 3.41419
C 3.12901 2.37672 4.48904
C 1.86484 2.87734 4.76602
C 0.78515 2.53510 3.96484
C 0.96340 1.67394 2.88891
C 2.22058 1.14733 2.61909
C -0.21295 1.36248 1.98503
O -1.26964 1.96354 2.17928
O 0.00723 0.55904 1.01191
H 3.98078 2.64674 5.09889
H 1.72759 3.54404 5.60853
H -0.20428 2.93006 4.15421
H 2.34668 0.46493 1.79419
Cl 2.70692 -2.46085 1.82725
C 2.65954 -3.22203 0.25024
C 2.79371 -4.60141 0.21056
C 2.74516 -5.27093 -1.00047
C 2.57146 -4.52555 -2.16331
C 2.43532 -3.15314 -2.10142
C 2.45754 -2.42640 -0.89055
C 2.25247 -0.97962 -0.87578
H 2.93672 -5.13815 1.14002
H 2.85101 -6.34714 -1.03416
H 2.54749 -5.02143 -3.12679
H 2.31485 -2.58703 -3.01892
H 2.53839 -0.56265 -1.84728
H 2.83966 -0.48456 -0.09984
C 3.54071 2.35775 -2.46610
C 2.65900 3.40536 -1.80159
S 1.53027 2.59529 -0.66577
O 0.67173 1.72980 -1.56614
C 0.49776 3.98271 -0.19252
C 1.23023 4.94837 0.73035
H 4.21493 2.84099 -3.17393
H 2.93356 1.62835 -3.00139
H 4.13954 1.81838 -1.73031
H 2.06073 3.96257 -2.52718
H 3.25287 4.10532 -1.20977
H -0.32902 3.50682 0.33848
H 0.10679 4.44221 -1.10237
H 1.60014 4.42702 1.61542
H 0.54373 5.72618 1.06362
H 2.07042 5.43828 0.23790



6
Properties=species:S:1:pos:R:3 method="wB97M-V/def2-TZVPD" charge=0 homo_ev=-9.12 molar_mass_g_mol=96.45 homo_lumo_gap_ev=8.33 fmax_ev_per_a=3.60
C 0.79297 -0.63064 -0.43413
O 0.43630 -1.69958 -0.77005
P -0.66128 0.93502 0.97947
Cl 2.29485 0.11170 -0.65895
H -1.62437 -0.06844 1.11043
H -1.23847 1.35195 -0.22677